Below is a 2-piece molecular cluster, C4H14N2O overall in a non-equilibrium geometry, with properties calculated with wB97M-V/def2-TZVPD.

## Properties
SMILES: CCCNCN.O
Relative energy (zero: lowest compared OMol25 entry of this formula, charge and spin) in kJ/mol: 212.9
Lowest unoccupied orbital energy in eV: 0.807
HOMO level in Eh: -0.3110
Molar mass in g/mol: 106.2

XYZ file:
```
21
Properties=species:S:1:pos:R:3:forces:R:3:mulliken_charge:R:1
C 0.40487 -2.11468 -0.61711 0.0 -0.7 0.3 -0.921
C -0.27334 -1.72285 0.69347 -2.4 0.1 -1.1 -0.604
C -1.22448 -0.46910 0.63725 2.4 0.1 -3.2 -0.694
N -0.54914 0.55314 -0.25564 -0.1 -0.1 -0.7 -0.358
C -1.22936 1.85701 -0.21929 0.6 -0.8 -1.5 -0.388
N -0.58942 2.84988 -1.07074 1.4 -1.8 -0.9 -0.451
H -0.35911 -2.11236 -1.44768 1.2 -0.1 0.7 0.293
H 1.24818 -1.40792 -0.79431 -0.8 -0.6 -0.5 0.244
H 0.83269 -3.15166 -0.42061 -0.4 1.2 -0.7 0.301
H 0.45600 -1.52703 1.41780 1.2 0.4 1.2 0.308
H -0.84365 -2.57333 1.07448 -0.1 0.0 0.0 0.378
H -2.25049 -0.55774 0.27981 0.2 -0.6 0.0 0.436
H -1.18866 -0.05162 1.56385 -0.6 1.0 3.1 0.433
H 0.37269 0.79715 0.11486 -0.1 -0.6 0.0 0.228
H -1.04231 2.13588 0.77030 -0.8 1.4 1.8 0.307
H -2.27955 1.69957 -0.46208 -0.2 0.0 0.2 0.237
H -0.86516 3.78533 -0.97607 -0.4 1.0 0.1 0.144
H -0.13206 2.59922 -1.96991 -1.0 0.1 1.3 0.184
O 3.04034 0.22144 0.54870 1.2 -2.5 0.3 -0.626
H 3.88024 -0.20619 0.91235 -1.5 1.2 -0.6 0.314
H 2.59173 -0.60412 0.22058 0.4 1.3 0.3 0.236
```
Positions in Å, forces in eV/Å.

Below is a 2-piece molecular cluster, C11H15N overall in a non-equilibrium geometry, with properties calculated with wB97M-V/def2-TZVPD.

## Properties
SMILES: Cc1c[nH]c2ccccc12.CC
Relative energy (zero: lowest compared OMol25 entry of this formula, charge and spin) in kJ/mol: 194.5
Lowest unoccupied orbital energy in eV: 0.865
HOMO level in Eh: -0.2827
Molar mass in g/mol: 161.2

XYZ file:
```
27
Properties=species:S:1:pos:R:3:forces:R:3:mulliken_charge:R:1
C -1.11770 1.46458 2.53249 0.1 1.1 -0.1 -1.320
C -1.27073 0.34218 1.61134 -4.6 -2.3 -0.7 0.555
C -2.54076 -0.24924 1.37214 1.5 1.8 1.0 -0.731
N -2.43793 -1.40058 0.59842 -3.4 0.3 -0.8 -0.087
C -1.12468 -1.55948 0.20994 1.3 1.9 0.7 -0.790
C -0.36778 -2.41495 -0.60539 -1.9 -1.0 -0.7 -0.433
C 0.98240 -2.38427 -0.62851 2.7 -0.2 1.0 -0.502
C 1.66596 -1.47070 0.23454 1.7 1.3 0.5 -0.512
C 1.00177 -0.45793 0.92207 0.7 -0.7 -0.1 -0.149
C -0.42260 -0.48359 0.87961 2.4 -0.5 0.2 1.226
H -2.04843 2.03729 2.65338 0.2 -0.1 -0.5 0.381
H -0.34648 2.11249 2.13760 0.2 0.5 0.2 0.339
H -0.88430 1.20549 3.54754 0.6 -0.5 0.5 0.255
H -3.45107 0.25535 1.77223 0.4 -1.3 -0.7 0.315
H -3.38851 -1.74794 0.18652 3.1 0.4 0.7 0.297
H -0.83146 -3.15487 -1.25186 -0.3 0.0 0.2 0.378
H 1.58311 -3.17321 -1.17418 -0.9 1.2 0.5 0.323
H 2.79761 -1.38557 0.43324 -1.7 -0.9 -1.0 0.204
H 1.67404 0.25270 1.54489 -1.8 -1.1 -1.1 0.233
C 0.86507 1.99456 -1.69921 0.3 -0.2 -0.3 -0.756
C 1.80036 1.04819 -2.56913 -1.1 1.0 0.6 -0.709
H -0.16160 1.58324 -1.73544 0.5 0.1 1.0 0.214
H 1.32560 2.27599 -0.69733 -0.9 -1.1 -0.9 0.181
H 0.72289 2.99933 -2.11002 0.3 -0.2 -0.7 0.401
H 2.71828 1.66992 -2.71108 -0.6 -1.2 -0.9 0.289
H 1.24340 0.51068 -3.39162 0.7 1.8 -0.1 0.275
H 2.01354 0.13033 -2.06217 0.7 -0.2 1.2 0.122
```
Positions in Å, forces in eV/Å.

Below is C2H7N3O in the gas phase in a non-equilibrium geometry, with properties calculated with wB97M-V/def2-TZVPD.

## Properties
Relative energy (zero: lowest compared OMol25 entry of this formula, charge and spin) in kJ/mol: 534.4
Lowest unoccupied orbital energy in eV: 0.519
HOMO level in Eh: -0.2530
Molar mass in g/mol: 89.1

XYZ file:
```
13
Properties=species:S:1:pos:R:3:forces:R:3:mulliken_charge:R:1
N -2.26327 0.05678 0.12096 -0.1 0.2 0.0 -0.634
N -0.89095 0.44624 0.09647 0.4 -1.8 2.2 0.135
O -0.48842 0.78072 -1.17135 1.7 -0.6 -1.0 -0.659
H -2.64432 0.13211 -0.82314 0.3 -0.1 0.0 0.258
H -2.76623 0.70698 0.71842 0.2 0.0 -0.2 0.241
N 2.09158 0.43291 0.27766 -0.8 -0.2 -0.9 -0.409
C 1.17116 -0.28602 -0.40533 0.1 1.6 0.0 0.308
C 0.01149 -0.79629 0.34919 -1.9 1.1 -0.1 -0.717
H 2.78695 0.94966 -0.24222 0.0 -0.2 0.0 0.249
H 1.77758 0.90151 1.11928 -0.1 -0.2 -0.1 0.239
H 1.46201 -0.70215 -1.35973 0.1 0.1 0.1 0.376
H -0.40428 -1.69792 -0.10238 -0.1 0.1 0.0 0.325
H 0.15670 -0.92453 1.42218 0.2 -0.1 -0.1 0.288
```
Positions in Å, forces in eV/Å.

Below is C32H52BN9PdS3 as an isolated structure in a non-equilibrium geometry, with properties calculated with wB97M-V/def2-TZVPD.

## Properties
Net charge: +2
Relative energy (zero: lowest compared OMol25 entry of this formula, charge and spin) in kJ/mol: 42.7
Lowest unoccupied orbital energy (alpha / beta) in eV: -7.540 / -7.541
HOMO level (alpha / beta) in Eh: -0.4953 / -0.4953
Molar mass in g/mol: 776.3

XYZ file:
```
98
Properties=species:S:1:pos:R:3:forces:R:3:mulliken_charge:R:1
Pd 0.35422 -0.03375 -2.35067 -1.6 -0.2 -0.4 -0.669
C -2.20293 -4.49436 -1.68211 0.0 0.1 0.0 -2.053
C -1.65015 -3.61560 -0.60113 -0.2 -0.3 -0.2 0.587
C -1.54393 -3.99983 0.70070 0.0 -0.1 0.0 -0.361
C -1.01354 -3.11964 1.67016 0.1 0.1 -0.1 -0.440
N -0.57634 -1.93083 1.31603 0.1 -0.1 0.1 -0.469
N -0.65988 -1.57163 0.03223 0.3 0.3 0.6 0.638
B -0.08801 -0.14612 -0.28693 -0.1 -0.2 0.1 0.667
N -1.11054 0.95994 0.13934 -0.1 0.0 -0.2 0.391
N -1.32839 1.12033 1.46544 0.0 -0.2 0.0 0.017
C -2.28676 1.92441 1.84399 0.0 0.0 0.0 0.350
C -3.14125 2.54034 0.89291 0.0 0.1 0.0 -0.667
C -2.90251 2.42123 -0.43520 -0.2 0.2 -0.2 0.131
C -3.73925 3.09458 -1.48196 0.1 0.0 0.0 -1.995
C -1.79491 1.61639 -0.80653 0.1 -0.1 0.1 0.651
S -1.34615 1.52980 -2.46273 0.3 -0.3 -0.1 -0.241
C -2.47702 2.26166 3.31444 0.1 0.1 0.1 2.180
C -2.24677 3.77927 3.46007 0.0 0.0 0.0 -1.668
C -3.90572 1.91117 3.75385 0.0 -0.1 0.0 -1.722
C -1.47241 1.53968 4.20376 0.1 0.1 -0.1 -0.972
N 1.33895 0.00525 0.29756 0.3 0.0 -0.2 0.186
N 1.51185 0.79657 1.36045 -0.2 0.1 -0.2 -0.537
C 2.70449 0.89562 1.88439 0.2 0.0 0.1 -0.361
C 3.79825 0.18108 1.33924 0.0 -0.1 0.0 -0.429
C 3.63716 -0.62260 0.24815 0.1 0.0 0.0 0.293
C 4.76984 -1.35530 -0.40029 0.0 0.0 0.0 -1.885
C 2.33380 -0.69128 -0.29752 -0.2 0.1 0.1 1.295
S 1.98573 -1.60440 -1.72277 0.2 0.1 -0.1 -0.477
C 2.83337 1.76917 3.12949 -0.1 0.0 0.0 2.390
C 2.09165 3.09618 2.90336 0.0 -0.1 -0.1 -1.412
C 4.29734 2.07296 3.45646 0.0 0.0 0.0 -2.261
C 2.20947 0.97780 4.29600 0.0 0.0 0.0 -1.245
C -1.17437 -2.32511 -0.91587 -0.3 -0.4 -0.2 0.836
S -1.24654 -1.73851 -2.53015 0.9 1.1 0.3 -0.317
C -0.91997 -3.47346 3.14712 0.1 0.0 0.0 2.386
C -1.31018 -4.92833 3.41269 0.1 0.0 -0.1 -2.340
C 0.51788 -3.22876 3.62831 0.0 0.0 0.0 -1.485
C -1.88305 -2.55116 3.90008 -0.1 -0.1 0.1 -1.278
H -2.44913 -5.48199 -1.29947 0.0 0.0 0.0 0.383
H -1.47698 -4.60188 -2.49334 0.0 0.0 0.1 0.445
H -3.10676 -4.05334 -2.11329 0.0 0.0 0.0 0.419
H -1.85855 -4.99471 0.98729 0.0 0.1 0.0 0.577
H -3.98825 3.12368 1.23113 0.1 0.0 0.0 0.398
H -4.56240 3.63721 -1.02308 0.0 0.0 0.0 0.396
H -4.14257 2.36254 -2.18446 0.0 0.0 0.0 0.393
H -3.13810 3.79953 -2.06121 0.0 0.0 0.0 0.437
H -2.99165 4.36376 2.91386 0.0 0.0 0.1 0.373
H -1.25383 4.06249 3.09890 -0.1 0.0 0.0 0.282
H -2.31550 4.05348 4.51446 0.0 0.0 -0.1 0.483
H -4.66782 2.44362 3.18020 0.0 0.0 0.0 0.327
H -4.03094 2.19248 4.80010 0.0 0.0 0.0 0.492
H -4.09367 0.83696 3.66811 0.0 0.1 0.0 0.343
H -0.45682 1.87599 3.98763 -0.1 0.0 0.0 0.102
H -1.51209 0.46698 4.05895 0.0 -0.2 0.0 -0.400
H -1.69552 1.75617 5.24998 0.0 0.0 -0.1 0.637
H 4.78135 0.28482 1.77918 0.0 0.0 0.0 0.472
H 5.70536 -1.15886 0.11960 0.0 0.0 0.0 0.400
H 4.87206 -1.04400 -1.44147 0.0 0.0 0.0 0.380
H 4.58865 -2.43198 -0.40690 0.0 0.0 0.0 0.384
H 2.61200 3.69659 2.15226 -0.1 0.0 0.0 0.435
H 2.06022 3.66710 3.83310 0.0 0.0 0.0 0.432
H 1.07227 2.92570 2.55433 0.0 0.0 0.1 0.051
H 4.80637 2.56695 2.62312 0.0 0.0 0.1 0.472
H 4.85664 1.17524 3.73267 0.0 0.1 0.0 0.456
H 4.33136 2.74820 4.31212 0.0 0.0 0.0 0.423
H 1.23567 0.56952 4.02045 0.0 0.1 0.0 -0.060
H 2.08404 1.62877 5.16409 0.0 0.0 0.0 0.436
H 2.86054 0.14855 4.58614 -0.1 0.0 0.0 0.401
H -0.64992 -5.62978 2.89408 -0.1 0.0 0.0 0.480
H -2.34580 -5.13052 3.12701 0.1 0.0 0.0 0.498
H -1.22522 -5.12587 4.48155 0.0 0.0 0.0 0.400
H 1.22444 -3.87078 3.09464 0.0 0.0 0.0 0.387
H 0.58893 -3.46020 4.69263 0.0 0.0 0.0 0.461
H 0.80625 -2.18680 3.47845 0.0 0.0 0.0 0.133
H -2.91917 -2.72778 3.59592 0.1 0.0 0.0 0.400
H -1.63381 -1.51524 3.70216 0.0 0.2 0.0 -0.231
H -1.80820 -2.73647 4.97358 0.0 0.0 -0.1 0.505
C 2.25280 -1.38426 -5.11233 0.0 0.1 -0.1 -1.232
N 1.41173 -0.61276 -6.00999 0.0 -0.1 -0.1 0.169
C 1.10814 -1.23514 -7.30108 0.0 -0.1 0.2 -1.211
C 0.83610 0.53239 -5.59955 0.3 0.2 -0.1 0.766
N 0.88886 0.92796 -4.33749 0.0 -0.7 0.2 -0.550
N 0.21000 1.27982 -6.56615 -0.1 0.1 0.0 0.082
C -0.92101 2.12659 -6.22017 0.2 0.1 -0.1 -1.112
C 0.93304 1.69738 -7.76827 -0.1 0.0 0.0 -1.120
H 2.94986 -1.97719 -5.70109 0.0 0.0 0.0 0.462
H 1.65325 -2.06474 -4.50311 0.0 -0.1 0.0 0.224
H 2.81387 -0.72213 -4.46163 0.0 0.1 0.1 0.444
H 1.03416 -2.31383 -7.16241 0.0 0.0 0.0 0.458
H 1.89002 -1.04255 -8.03645 0.0 0.0 0.0 0.352
H 0.16000 -0.87104 -7.68430 0.0 0.0 0.0 0.388
H 0.57294 1.88163 -4.27306 0.0 0.3 -0.1 0.282
H -0.63000 3.17532 -6.08797 0.0 0.0 0.1 0.350
H -1.40146 1.76945 -5.31451 0.0 -0.1 0.0 0.310
H -1.65231 2.08440 -7.02881 0.0 0.0 0.0 0.346
H 1.84925 1.12909 -7.88527 0.0 0.0 0.0 0.372
H 1.19811 2.75551 -7.69508 0.0 0.0 0.0 0.372
H 0.31581 1.56524 -8.65813 0.0 0.0 0.0 0.331
```
Positions in Å, forces in eV/Å.

Which value of relative energy (zero: lowest compared OMol25 entry of this formula, charge and spin) does entry 3 give? 534.4 kJ/mol